9 unconnected molecules or ions with the total composition C40H68N7O15 in a non-equilibrium geometry, computed with the ωB97M-V functional and the def2-TZVPD basis.

Calculated values
Molecular weight (g/mol): 887.02
Total charge: +3
DFT total energy (Eh): -3075.8752
HOMO energy (eV): -11.09
F_max (Eh/bohr): 0.069

Cartesian coordinates (Å):
O (-3.501, 0.296, 1.647)
O (-1.248, 3.396, 2.947)
O (-4.651, -1.481, -4.827)
O (6.516, -4.412, -0.086)
O (-2.373, -3.612, 5.426)
O (-1.256, -2.557, 3.808)
O (6.341, -4.448, -2.340)
O (-4.660, -1.291, 2.715)
O (0.622, 2.408, 3.902)
O (-2.640, -1.420, 5.158)
O (3.120, -2.525, -3.234)
O (5.639, -2.679, -1.122)
O (0.428, 2.599, 1.731)
O (1.886, -1.157, 0.869)
O (-5.686, 0.535, 1.722)
N (-6.598, -3.730, -5.352)
N (-0.581, -0.244, 2.032)
N (5.824, -1.853, -3.822)
N (-5.705, 5.523, 3.191)
N (-4.394, 2.541, -2.992)
N (4.226, 1.517, 0.932)
N (6.752, -0.066, 7.117)
C (-4.174, 1.913, -1.827)
C (-3.563, -1.764, -3.884)
C (-6.372, 6.211, 4.331)
C (-4.808, 4.569, -1.748)
C (-4.243, 1.940, -4.307)
C (0.748, -1.991, 0.956)
C (5.531, 1.182, 0.960)
C (-4.661, -0.118, 2.006)
C (5.963, -1.045, 6.624)
C (6.225, -3.926, -1.220)
C (4.427, -2.158, -5.976)
C (3.620, 2.051, -0.297)
C (-4.902, -4.781, -6.817)
C (-0.012, 2.828, 2.911)
C (-0.612, -0.382, -0.446)
C (3.458, -1.297, -3.809)
C (1.782, -2.778, -2.928)
C (5.876, 0.050, 4.518)
C (7.054, 0.999, 6.359)
C (3.904, 0.807, 3.200)
C (-4.426, 5.749, 1.178)
C (5.460, -1.022, 5.315)
C (-6.190, 4.342, 2.793)
C (5.249, 0.419, 3.222)
C (-4.902, 4.489, 0.781)
C (-5.724, 3.804, 1.607)
C (-4.625, -2.286, -5.996)
C (4.730, -1.333, -4.680)
C (-5.100, -3.743, -5.710)
C (-2.066, -2.472, 4.767)
C (6.037, 0.572, 2.085)
C (3.136, -1.836, 0.785)
C (-4.297, 2.517, -0.612)
C (3.454, 1.342, 2.008)
C (-4.787, 6.193, 2.432)
C (6.695, 1.062, 5.036)
C (6.988, -0.035, 8.586)
C (-4.614, 3.891, -0.544)
C (-0.517, -1.153, 0.866)
C (-4.715, 3.857, -2.934)
H (-0.558, -0.874, 2.847)
H (6.131, -1.191, -3.111)
H (3.224, -2.553, -0.035)
H (-2.902, -0.911, -4.011)
H (3.334, 1.221, -0.949)
H (6.072, 1.235, 0.028)
H (5.063, -0.362, -5.042)
H (-3.619, 6.263, 0.675)
H (-1.481, 0.250, 1.991)
H (-1.330, 3.518, 1.985)
H (7.697, 1.781, 6.738)
H (2.411, 1.628, 1.931)
H (4.828, -1.792, 4.900)
H (2.652, -0.994, -4.490)
H (5.362, -2.130, -6.535)
H (2.697, 2.551, -0.009)
H (-3.060, -3.231, 6.008)
H (4.034, -1.222, 0.739)
H (-6.854, -4.461, -4.687)
H (-7.417, 6.297, 4.053)
H (5.677, -2.814, -0.129)
H (0.797, -2.524, 1.912)
H (-4.362, 7.099, 2.837)
H (-5.237, -5.782, -6.543)
H (6.688, -1.948, -4.365)
H (6.071, -0.021, 9.164)
H (-6.905, 3.850, 3.438)
H (-3.407, 1.241, -4.309)
H (-5.999, 2.821, 1.232)
H (-5.156, 5.591, -1.799)
H (-7.195, -3.813, -6.175)
H (3.427, -0.469, -3.090)
H (6.957, 1.978, 4.527)
H (-4.389, 1.936, 0.311)
H (-6.207, 5.583, 5.206)
H (-1.440, -1.723, 0.976)
H (-5.094, 1.347, -4.638)
H (-5.864, 7.150, 4.528)
H (5.792, -1.896, 7.268)
H (0.187, 0.427, 2.137)
H (-1.518, 0.232, -0.434)
H (-5.359, -1.777, -6.620)
H (-3.969, 2.712, -5.019)
H (-3.644, -2.326, -6.468)
H (-3.872, -4.923, -7.153)
H (7.098, 0.363, 2.114)
H (5.588, -2.787, -3.426)
H (-6.720, -2.840, -4.859)
H (-3.126, -2.733, -4.123)
H (7.582, -0.924, 8.801)
H (3.137, -2.417, 1.715)
H (4.068, -3.161, -5.764)
H (-5.341, -4.537, -7.790)
H (7.675, 0.792, 8.744)
H (0.680, -2.754, 0.174)
H (4.362, 2.587, -0.884)
H (-3.701, -1.347, 2.874)
H (-4.628, -4.155, -4.819)
H (1.852, -3.453, -2.077)
H (1.173, -1.917, -2.624)
H (-0.871, -0.982, -1.327)
H (-4.897, 4.346, -3.879)
H (-3.849, -1.868, -2.837)
H (0.360, 0.054, -0.673)
H (-3.890, 0.879, -1.981)
H (3.652, -1.601, -6.497)
H (3.252, 0.675, 4.052)
H (1.186, -3.199, -3.747)


A molecular structure, C40H69MoN15OPS2 in a non-equilibrium geometry, computed with the ωB97M-V functional and the def2-TZVPD basis.

Calculated values
Multiplicity: 3
Expectation value of S²: 2.201
Molecular weight (g/mol): 967.14
Total charge: +3
DFT total energy (Eh): -3667.3832
HOMO energy (alpha / beta) (eV): -14.49 / -14.78
Energy above the lowest of the compared OMol25 structures with the same formula, charge and spin (kcal per mole): 0.00
F_max (Eh/bohr): 0.024

Cartesian coordinates (Å):
Mo (0.238, 0.293, -0.250)
S (-1.621, 1.503, 0.446)
S (-0.777, 1.268, -2.546)
P (1.831, 0.137, 2.854)
O (1.368, 0.431, 1.405)
N (-3.414, 1.045, -2.411)
N (3.029, 2.983, -2.476)
N (1.176, -2.152, -3.819)
N (-3.217, 0.903, 2.443)
N (-2.530, 3.225, -2.554)
N (-0.947, -2.059, -2.980)
N (0.797, -1.000, -1.797)
N (1.942, -1.429, 3.265)
N (-0.880, -1.177, 0.961)
N (-3.912, 0.213, 3.284)
N (3.349, 0.743, 2.927)
N (-1.876, -0.870, 1.699)
N (1.556, 3.754, -0.887)
N (0.738, 0.811, 3.878)
N (1.804, 1.453, -1.171)
C (4.129, 0.589, 4.160)
C (4.024, 4.044, -2.341)
C (-1.534, -2.210, -4.314)
C (0.935, -2.198, 4.003)
C (4.910, -0.606, -0.973)
C (0.763, -2.951, 0.689)
C (3.118, 2.191, -3.689)
C (2.202, -0.897, -1.550)
C (-4.015, -1.870, 4.520)
C (-3.708, 4.106, -2.599)
C (4.091, 0.500, -0.986)
C (-4.156, 4.542, -1.213)
C (3.918, 1.715, 2.004)
C (3.142, -2.199, 2.924)
C (-4.196, -1.195, 3.326)
C (-0.991, -4.816, 1.746)
C (1.357, 5.031, -1.567)
C (-0.491, -2.550, 1.126)
C (0.345, -1.728, -2.840)
C (0.139, 2.101, 3.523)
C (-4.873, 1.225, -2.374)
C (-5.127, -3.150, 2.315)
C (-2.414, 1.910, -2.485)
C (-4.936, -3.847, 3.506)
C (1.131, -4.287, 0.757)
C (-4.757, -1.820, 2.219)
C (2.266, -1.360, -4.360)
C (-1.883, -2.190, -1.876)
C (-1.371, -3.487, 1.669)
C (3.040, -2.020, -1.485)
C (1.018, 3.711, 0.462)
C (0.977, 0.742, 5.330)
C (-2.310, 0.394, 1.629)
C (0.253, -5.227, 1.280)
C (1.055, -3.492, -4.389)
C (2.725, 0.383, -1.283)
C (4.381, -1.878, -1.216)
C (-5.505, 1.172, -3.755)
C (-4.383, -3.208, 4.604)
C (2.132, 2.708, -1.503)
H (4.949, 1.434, 1.781)
H (-0.015, 2.176, 2.451)
H (2.617, -2.999, -1.675)
H (-4.927, -1.264, 1.306)
H (-3.096, 0.091, -2.468)
H (-2.823, -2.560, -2.280)
H (1.524, 1.624, 5.673)
H (-4.456, 0.796, 3.907)
H (-3.390, 5.150, -0.730)
H (1.475, -2.223, 0.331)
H (5.153, 0.307, 3.908)
H (3.241, -1.767, -4.085)
H (0.767, 2.932, 3.859)
H (-0.006, -1.656, 4.050)
H (2.155, 1.723, -3.870)
H (-6.587, 1.265, -3.671)
H (2.839, -3.147, 2.480)
H (2.185, -0.343, -4.003)
H (-0.069, 3.810, 0.451)
H (3.846, 4.862, -3.040)
H (-1.634, 3.687, -2.576)
H (3.757, -1.659, 2.205)
H (-5.590, -3.642, 1.470)
H (3.709, -0.190, 4.791)
H (4.502, 1.480, -0.778)
H (2.024, -3.988, -4.314)
H (-2.062, -1.236, -1.378)
H (-3.409, 4.970, -3.190)
H (-1.526, -2.915, -1.150)
H (-0.858, -1.826, -5.071)
H (2.051, 5.795, -1.214)
H (5.965, -0.492, -0.763)
H (1.286, 2.780, 0.948)
H (-5.061, 5.144, -1.287)
H (-5.257, 0.417, -1.751)
H (0.324, -4.076, -3.836)
H (-1.775, -3.251, -4.531)
H (3.925, 2.718, 2.440)
H (1.433, 4.543, 1.035)
H (1.281, -2.416, 5.016)
H (-4.501, 3.619, -3.158)
H (-5.242, -4.882, 3.579)
H (4.156, 1.522, 4.727)
H (-5.141, 1.974, -4.397)
H (-3.599, -1.358, 5.378)
H (-5.288, 0.224, -4.248)
H (5.008, 3.622, -2.552)
H (2.183, -1.353, -5.448)
H (-4.360, 3.687, -0.567)
H (3.908, 1.438, -3.641)
H (2.111, -4.592, 0.413)
H (5.025, -2.747, -1.194)
H (3.354, 1.726, 1.077)
H (0.770, -3.459, -5.442)
H (4.027, 4.433, -1.326)
H (-4.252, -3.741, 5.536)
H (3.739, -2.410, 3.813)
H (0.765, -3.144, 3.491)
H (-2.454, -1.627, -4.353)
H (3.327, 2.862, -4.522)
H (0.537, -6.269, 1.331)
H (0.016, 0.710, 5.845)
H (1.540, -0.142, 5.605)
H (-2.350, -3.182, 2.010)
H (-1.678, -5.540, 2.162)
H (0.345, 5.376, -1.353)
H (1.469, 4.910, -2.641)
H (-0.830, 2.188, 4.014)
H (-5.106, 2.147, -1.850)


10 unconnected molecules or ions with the total composition C40H70N10 in a non-equilibrium geometry, computed with the ωB97M-V functional and the def2-TZVPD basis.

Calculated values
Molecular weight (g/mol): 691.07
SMILES string: CCCC#N.CCCC#N.CCCC#N.CCCC#N.CCCC#N.CCCC#N.CCCC#N.CCCC#N.CCCC#N.CCCC#N
DFT total energy (Eh): -2113.4798
HOMO energy (eV): -10.70
Energy above the lowest of the compared OMol25 structures with the same formula, charge and spin (kcal per mole): 113.59
F_max (Eh/bohr): 0.136

Cartesian coordinates (Å):
N (14.713, -13.471, -13.771)
N (28.765, -19.325, -14.252)
N (15.649, -15.211, -8.880)
N (23.492, -19.104, -12.656)
N (18.992, -23.553, -12.299)
N (17.589, -21.079, -6.206)
N (28.086, -22.115, -16.857)
N (24.172, -14.611, -10.916)
N (21.045, -17.112, -15.497)
N (16.068, -21.514, -16.184)
C (15.346, -22.179, -12.781)
C (22.248, -14.179, -13.737)
C (26.091, -17.469, -12.124)
C (22.487, -15.668, -13.847)
C (14.543, -19.846, -8.547)
C (15.650, -18.786, -8.325)
C (26.028, -18.677, -17.155)
C (26.893, -16.409, -12.983)
C (19.865, -24.403, -14.608)
C (20.161, -19.834, -12.431)
C (19.640, -18.427, -12.415)
C (16.425, -21.004, -12.763)
C (17.006, -19.470, -8.254)
C (23.452, -14.377, -10.048)
C (27.046, -21.735, -16.545)
C (19.428, -23.523, -15.802)
C (24.501, -12.633, -7.922)
C (15.663, -23.029, -14.067)
C (14.950, -14.598, -13.948)
C (21.385, -20.071, -11.525)
C (17.345, -20.380, -7.107)
C (15.280, -16.013, -14.249)
C (20.791, -13.845, -13.339)
C (17.020, -12.437, -10.614)
C (23.014, -12.801, -8.007)
C (22.535, -19.478, -12.078)
C (17.507, -14.975, -15.087)
C (25.744, -21.189, -16.154)
C (28.594, -18.259, -13.820)
C (16.398, -12.778, -9.258)
C (19.786, -22.067, -15.657)
C (19.364, -23.900, -13.309)
C (28.351, -16.948, -13.187)
C (22.529, -14.014, -8.938)
C (25.613, -19.636, -16.009)
C (18.385, -13.183, -10.683)
C (15.984, -14.161, -9.078)
C (16.366, -16.007, -15.407)
C (15.898, -22.147, -15.262)
C (21.675, -16.423, -14.737)
H (15.688, -16.495, -13.359)
H (21.717, -21.096, -11.362)
H (17.123, -20.015, -9.190)
H (18.397, -14.978, -15.716)
H (18.999, -12.955, -11.555)
H (20.628, -12.771, -13.252)
H (22.473, -11.886, -8.246)
H (28.920, -16.995, -12.259)
H (17.217, -11.374, -10.753)
H (22.350, -16.152, -12.880)
H (16.433, -20.765, -11.699)
H (23.548, -15.844, -14.021)
H (20.492, -14.224, -12.362)
H (26.430, -16.135, -13.930)
H (16.390, -12.762, -11.441)
H (20.669, -21.881, -15.046)
H (27.026, -15.458, -12.467)
H (17.870, -15.123, -14.070)
H (21.546, -13.849, -9.377)
H (20.016, -21.636, -16.631)
H (14.868, -23.735, -14.305)
H (22.669, -14.930, -8.364)
H (13.527, -19.459, -8.633)
H (19.500, -25.399, -14.861)
H (24.575, -19.515, -15.699)
H (25.043, -17.169, -12.115)
H (24.867, -12.183, -8.845)
H (22.957, -13.808, -12.997)
H (20.926, -24.607, -14.471)
H (24.950, -21.594, -16.782)
H (26.273, -18.485, -12.473)
H (24.786, -11.953, -7.118)
H (15.756, -18.237, -9.260)
H (26.404, -17.602, -11.089)
H (14.367, -20.344, -7.593)
H (15.429, -12.299, -9.119)
H (14.313, -21.961, -13.052)
H (15.500, -18.131, -7.466)
H (25.081, -13.478, -7.551)
H (25.537, -21.483, -15.125)
H (17.161, -12.517, -8.524)
H (19.033, -18.263, -11.525)
H (19.998, -23.860, -16.668)
H (20.003, -14.108, -14.045)
H (16.204, -20.220, -13.487)
H (15.869, -15.899, -16.372)
H (16.878, -16.956, -15.562)
H (17.457, -21.313, -12.927)
H (20.408, -17.653, -12.423)
H (26.366, -19.469, -15.239)
H (18.945, -18.357, -13.252)
H (25.273, -18.563, -17.933)
H (20.328, -20.134, -13.465)
H (19.026, -12.657, -9.975)
H (26.908, -19.118, -17.625)
H (14.711, -20.558, -9.355)
H (18.915, -21.512, -15.309)
H (21.253, -19.635, -10.535)
H (18.345, -14.271, -10.655)
H (26.353, -17.705, -16.783)
H (28.894, -16.219, -13.788)
H (14.459, -16.613, -14.641)
H (19.389, -20.469, -11.996)
H (17.235, -13.935, -15.269)
H (22.775, -12.959, -6.955)
H (15.430, -22.860, -11.935)
H (22.594, -13.784, -14.692)
H (17.809, -18.754, -8.076)
H (16.644, -23.505, -14.059)
H (18.358, -23.720, -15.863)